Entry 1:
{
  "formula": "C2H7N3OS",
  "method": "the ωB97M-V functional and the def2-TZVPD basis",
  "species": ["C", "C", "H", "H", "H", "H", "H", "H", "H", "N", "N", "N", "O", "S"],
  "positions_angstrom": [[-0.749231, -0.412018, -1.397763], [0.563298, -0.251224, 0.632362], [-0.308136, 0.651283, -1.432786], [-0.329507, -0.916829, -2.272911], [-1.822143, -0.195633, -1.448218], [1.614620, -2.649572, 0.511444], [1.451859, 1.390472, 1.104055], [-1.192723, 1.505399, 1.584819], [-0.656211, 2.654515, 0.315748], [-0.201421, -0.858031, -0.163158], [0.674936, 1.118802, 0.592687], [-0.617241, 1.578634, 0.668646], [1.455381, -1.025294, 1.151967], [0.116520, -2.590503, 0.153110]],
  "forces_ev_per_a": [[0.9830, 3.5696, -0.6940], [7.2790, -0.5879, 1.4286], [-0.6804, -1.4062, -0.5504], [-0.3625, -0.3937, 0.4146], [0.1191, -0.8150, 0.2128], [-3.1867, -0.0779, -1.2841], [1.2040, 1.3484, 1.8502], [1.9881, 0.1634, -1.4933], [-0.0123, -3.5055, 1.2292], [-3.1477, -4.9868, -1.6125], [-1.6418, -2.3667, -0.6397], [-2.7676, 5.7304, 0.2806], [-0.5755, 4.8408, 1.8481], [0.8013, -1.5129, -0.9900]],
  "lowdin_charge": [-0.1119, -0.6721, 0.0964, 0.0847, 0.0847, 0.0242, 0.1135, 0.1310, 0.1573, -0.3939, -0.0252, -0.0486, -0.2021, 0.7621],
  "e_homo_ev": -8.184,
  "homo_lumo_gap_ev": 8.8,
  "multiplicity": 1
}

=====

Entry 2:
{
  "formula": "C2H7N3S",
  "method": "the ωB97M-V functional and the def2-TZVPD basis",
  "species": ["C", "C", "N", "N", "N", "S", "H", "H", "H", "H", "H", "H", "H"],
  "positions_angstrom": [[-1.478888, -0.091577, 0.424323], [-0.714117, -1.247869, -0.256582], [-0.776438, 1.110557, 0.274366], [1.192222, 0.375336, -0.379761], [2.101494, 1.135161, 0.214939], [1.007978, -1.143073, 0.205223], [-2.422192, 0.013939, -0.074955], [-1.451804, -0.429986, 1.571169], [-1.146294, -2.290477, -0.161589], [-0.596310, -1.198867, -1.408319], [-1.024779, 1.364003, -0.672163], [2.518908, 1.708902, -0.538078], [2.790220, 0.693954, 0.801422]],
  "forces_ev_per_a": [[1.3301, -1.9878, 2.5574], [0.2242, -1.5286, -2.8426], [0.5994, 0.7156, -0.1158], [-1.7570, 0.5075, -0.8173], [1.2170, 1.2204, -1.1397], [0.0106, -1.3571, 1.1564], [-1.0603, -0.3839, 0.3650], [-0.8455, 0.8670, -2.3070], [0.6112, 1.1507, 0.5992], [-0.7790, 0.6143, 1.5981], [0.4232, 0.6477, -0.4970], [-0.0882, -0.2319, 1.0674], [0.1143, -0.2339, 0.3760]],
  "lowdin_charge": [-0.4145, -0.5066, 0.0047, -0.4799, -0.0633, 0.8399, 0.0980, 0.1377, 0.0898, 0.0863, 0.0347, 0.1072, 0.0661],
  "e_homo_ev": [-7.335, -8.222],
  "homo_lumo_gap_ev": [7.9, 8.8],
  "multiplicity": 1
}

=====

Entry 3:
{
  "formula": "C2H7N3S",
  "method": "the ωB97M-V functional and the def2-TZVPD basis",
  "species": ["C", "C", "H", "H", "H", "H", "H", "H", "H", "N", "N", "N", "S"],
  "positions_angstrom": [[1.653346, 0.609456, 1.229937], [0.158822, -0.513797, -0.393644], [1.571101, 0.082840, 2.252321], [1.955927, 1.857479, 0.981499], [2.255943, 0.075571, 0.487743], [-1.685582, 1.196927, 1.953337], [0.909033, -0.960693, -0.975332], [-1.163963, -0.906453, -2.857541], [-2.621088, -1.411374, -1.784462], [0.360208, 0.534043, 0.444377], [-1.144223, -0.822352, -0.486103], [-1.432060, -1.484477, -1.855851], [-0.817463, 1.742829, 1.003718]],
  "forces_ev_per_a": [[-0.7422, 2.4491, -2.6102], [-6.5664, 0.2810, 0.8012], [0.4469, 1.4904, -1.4932], [-0.4756, -3.8485, 2.0121], [0.8473, -0.1806, 0.9128], [0.9596, -0.2811, -0.8429], [1.2687, -0.2682, -0.7393], [-0.8582, -1.2779, 4.1215], [4.5375, -0.3580, -0.7322], [1.0061, 1.4147, 2.9967], [2.9582, 0.2206, -3.4106], [-3.5705, 1.5365, -0.4864], [0.1887, -1.1779, -0.5295]],
  "lowdin_charge": [-0.1394, -0.3038, 0.1012, 0.1497, 0.0449, -0.1292, 0.1035, 0.1155, 0.1195, -0.5637, -0.0807, -0.1424, 0.7248],
  "smiles": "CN(S)/C=N/N",
  "e_homo_ev": -8.076,
  "homo_lumo_gap_ev": 8.7,
  "multiplicity": 1
}

=====

Entry 4:
{
  "formula": "C2H7N3S",
  "method": "the ωB97M-V functional and the def2-TZVPD basis",
  "species": ["C", "C", "H", "H", "H", "H", "H", "H", "H", "N", "N", "N", "S"],
  "positions_angstrom": [[0.445816, 0.154398, 0.092884], [-0.968908, 0.385353, -0.371394], [2.661413, 0.744239, 0.607710], [2.072756, 1.048781, 2.125775], [0.760943, 2.220604, 0.165276], [0.666828, -1.620565, -0.352244], [-1.607761, 0.851326, 0.412346], [-0.837425, 0.904031, -1.253441], [-1.908312, -1.571165, 0.474903], [2.156939, 1.353877, 1.160244], [0.818455, 1.343788, 0.699679], [1.211131, -0.831678, -0.047854], [-1.748472, -1.179854, -0.824610]],
  "forces_ev_per_a": [[-0.9229, 1.5143, -0.0792], [-0.7046, -2.4445, 1.9025], [1.4842, -1.8178, -0.9449], [0.7286, -0.2157, -0.2725], [-0.9418, -0.8571, 0.0537], [-0.1322, -0.4599, -0.4868], [0.7512, 0.1256, -0.8836], [-0.4071, 1.5993, -1.8345], [0.0089, 0.0355, -0.6944], [-1.3247, 1.9272, 2.0852], [1.7288, 0.9461, -0.1081], [0.2552, 0.0108, 0.7406], [-0.5237, -0.3639, 0.5218]],
  "lowdin_charge": [-0.5522, -0.4999, 0.0210, 0.0821, 0.1364, -0.0008, 0.0937, 0.0464, -0.1049, 0.0078, -0.0801, 0.1371, 0.7132],
  "smiles": "[H]/N=C(\\CS)NN",
  "e_homo_ev": -9.432,
  "homo_lumo_gap_ev": 10.1,
  "multiplicity": 1
}

=====

Entry 5:
{
  "formula": "C2H7N3S",
  "method": "the ωB97M-V functional and the def2-TZVPD basis",
  "species": ["C", "C", "H", "H", "H", "H", "H", "H", "H", "N", "N", "N", "S"],
  "positions_angstrom": [[-0.748181, 1.445816, -0.174386], [1.122425, 0.022353, 0.091937], [-1.114545, 0.630655, -0.923033], [-1.480454, 1.390269, 0.676583], [-0.832734, 2.606521, -0.628266], [1.061666, 2.042143, 0.578824], [1.193833, -1.816987, -0.220967], [-1.056663, -2.411424, -0.649000], [-0.798099, -2.224775, 1.059400], [0.486332, 1.180258, 0.241481], [0.413267, -1.188698, -0.220741], [-0.985924, -1.509989, 0.182278], [2.739081, -0.166143, -0.014113]],
  "forces_ev_per_a": [[-6.3562, 2.0248, -2.3833], [-1.4321, -1.6831, -0.8770], [0.6157, 1.8695, 1.0128], [0.2084, 0.2645, -0.7832], [0.1650, -3.2691, 0.9199], [-1.0272, -2.6916, -0.9713], [-0.3198, -1.4607, 0.0324], [-0.6470, 3.4104, 3.0046], [-0.8803, 2.3560, -2.2088], [5.4498, 1.7601, 2.2543], [-0.1695, 3.4280, 0.5809], [2.7908, -6.3009, -1.0322], [1.6024, 0.2920, 0.4511]],
  "lowdin_charge": [-0.1956, -0.9202, 0.1036, 0.0815, 0.1464, 0.1872, 0.0303, 0.1712, 0.1187, -0.1230, -0.1744, -0.0298, 0.6042],
  "smiles": "CNC(=S)NN",
  "e_homo_ev": -8.163,
  "homo_lumo_gap_ev": 8.8,
  "multiplicity": 1
}

=====

Entry 6:
{
  "formula": "C2H7N4",
  "method": "the ωB97M-V functional and the def2-TZVPD basis",
  "species": ["C", "C", "N", "N", "N", "N", "H", "H", "H", "H", "H", "H", "H"],
  "positions_angstrom": [[-2.297196, -0.006408, -0.801670], [-1.963417, -0.815491, 0.091534], [-1.736272, 0.587078, 0.460072], [0.760872, 0.463006, -0.502190], [1.382613, -0.221004, 0.345169], [2.574604, -0.712711, 0.108855], [-2.814138, 0.595825, -1.584931], [-1.782033, -1.730497, 0.498056], [-0.733286, 0.708886, 0.269990], [1.237244, 0.653822, -1.399419], [-2.293507, 0.936872, 1.210371], [3.060771, -0.425030, -0.851222], [3.145604, -0.753312, 0.882980]],
  "forces_ev_per_a": [[-2.1912, 2.3781, -1.4127], [-0.5822, 0.4334, -0.7831], [0.7803, -1.3586, -0.4242], [0.1224, -0.7037, 0.4026], [-0.3339, 0.8130, -0.1155], [-0.0792, 1.2204, -5.0979], [0.7524, -1.2942, 0.5092], [0.4263, -2.1766, 1.1063], [0.9146, 1.4645, 0.5432], [0.3294, -0.2344, 0.2290], [-0.3197, 0.6254, 0.3972], [-1.1798, -0.6987, 2.6303], [1.3605, -0.4687, 2.0156]],
  "lowdin_charge": [0.0970, 0.0479, 0.1144, 0.0175, -0.1509, 0.0608, 0.1628, 0.1100, 0.0436, 0.0881, 0.1592, 0.1771, 0.0726],
  "charge": 1,
  "e_homo_ev": -14.302,
  "homo_lumo_gap_ev": 10.8,
  "multiplicity": 1
}

=====

Calculated largest force on an atom, 0.1447; 0.0681; 0.1288; 0.0618; 0.1378; 0.1020 Eh/bohr (same order as the records).
Calculated energy above the lowest of the compared OMol25 structures with the same formula, charge and spin, 80.6; 102.3; 113.2; 29.0; 69.1; 141.0 kcal per mole (same order as the records).